(1)
C31H53AlNO2Si2 | ωB97M-V/def2-TZVPD

Calculated values
Lowest unoccupied orbital energy: -4.07 eV
Net charge: +1
ΔE to the lowest compared entry with this formula, charge and spin: 0.579 eV
Electronic energy: -2239.5120 Eh
HOMO-LUMO gap: 7.540 eV

Structure (XYZ):
```
90
Properties=species:S:1:pos:R:3:lowdin_charge:R:1
O -0.850 3.068 -0.558 -0.21
O -3.060 -0.350 -4.462 -0.17
C -2.116 2.860 0.088 -0.27
C -2.621 4.078 0.839 -0.06
H -2.002 2.007 0.774 0.10
H -2.882 2.527 -0.644 0.11
H -2.045 4.212 1.751 0.07
H -3.664 3.973 1.126 0.08
H -2.525 4.990 0.253 0.08
C -0.798 2.476 -1.837 -0.28
C -1.986 2.781 -2.749 -0.07
H -0.713 1.371 -1.743 0.11
H 0.130 2.830 -2.292 0.11
H -2.656 1.927 -2.873 0.07
H -1.581 3.017 -3.734 0.08
H -2.565 3.656 -2.453 0.09
C -1.808 -1.030 -4.555 -0.29
C -4.024 -1.163 -3.794 -0.30
C -0.851 -0.170 -5.349 -0.07
H -1.997 -1.970 -5.105 0.12
H -1.354 -1.294 -3.574 0.11
H -1.324 0.107 -6.293 0.08
H 0.059 -0.728 -5.571 0.08
H -0.579 0.741 -4.807 0.06
C -5.406 -0.669 -4.159 -0.08
H -3.907 -1.153 -2.692 0.11
H -3.905 -2.199 -4.157 0.12
H -5.541 0.388 -3.913 0.08
H -6.165 -1.257 -3.643 0.08
H -5.547 -0.804 -5.235 0.08
H -0.673 -1.786 0.631 -0.01
Al 1.320 0.857 0.911 0.66
C -1.747 -1.685 0.604 -0.22
Si -2.186 -3.431 1.018 0.50
H -1.944 -0.967 1.405 0.03
H -2.029 -1.344 -0.394 0.03
C -3.972 -3.721 1.444 -0.17
C -0.919 -3.432 2.456 -0.18
C -1.273 -4.108 -0.482 -0.18
C 1.680 2.758 0.995 -0.25
Si 3.123 2.820 -0.248 0.44
H 2.010 3.113 1.979 0.04
H 0.880 3.435 0.623 0.03
C 3.182 4.642 -0.724 -0.17
C 2.919 1.816 -1.823 -0.17
C 4.664 2.121 0.585 -0.17
H -1.568 -3.590 -1.407 0.03
H -1.397 -5.190 -0.555 0.03
H -0.215 -3.880 -0.322 0.03
H -4.314 -3.049 2.239 0.04
H -4.087 -4.746 1.803 0.03
H -4.661 -3.585 0.605 0.03
H -1.095 -2.568 3.112 0.03
H 0.079 -3.329 2.007 0.02
H -0.946 -4.346 3.031 0.02
H 3.357 2.390 -2.651 0.05
H 1.874 1.615 -2.084 0.01
H 3.443 0.855 -1.772 0.03
H 5.520 2.245 -0.097 0.05
H 4.575 1.048 0.814 0.02
H 4.864 2.655 1.525 0.04
H 4.212 4.954 -0.937 0.04
H 2.770 5.260 0.086 0.04
H 2.561 4.813 -1.616 0.04
C 2.898 -2.301 -1.658 -0.05
C 3.878 -2.796 -0.796 -0.05
C 3.897 -2.378 0.535 0.00
C 2.980 -1.383 0.957 -0.19
C 2.090 -0.750 0.039 -0.14
C 1.987 -1.316 -1.229 -0.10
C 2.834 -0.997 2.348 -0.17
C 3.505 -1.598 3.422 0.03
C 3.118 -1.347 4.714 0.04
C 1.966 -0.572 4.927 -0.14
C 1.362 -0.460 6.199 0.00
C 0.123 0.145 6.349 -0.06
C -0.549 0.665 5.233 -0.04
C 0.066 0.639 3.977 -0.01
C 1.335 0.076 3.821 -0.18
N 1.899 -0.030 2.572 0.09
H 2.838 -2.672 -2.678 0.11
H 4.634 -3.506 -1.137 0.12
H 4.640 -2.752 1.248 0.11
H 1.190 -0.995 -1.897 0.10
H 4.347 -2.246 3.212 0.12
H 3.667 -1.774 5.552 0.14
H 1.886 -0.891 7.057 0.13
H -0.335 0.218 7.340 0.12
H -1.535 1.100 5.372 0.12
H -0.447 1.063 3.116 0.10
```



(2)
C49H52F3N5OS2V | ωB97M-V/def2-TZVPD

Calculated values
Multiplicity: 2
Lowest unoccupied orbital energy (spin up / spin down): -0.95 / -0.93 eV
ΔE to the lowest compared entry with this formula, charge and spin: 1.402 eV
Electronic energy: -4287.4922 Eh
HOMO-LUMO gap (spin up / spin down): 5.784 / 5.776 eV

Structure (XYZ):
```
113
Properties=species:S:1:pos:R:3:lowdin_spin:R:1
V -20.437 9.142 -3.594 1.19
C -23.571 14.320 -1.053 0.00
C -23.684 13.729 -2.480 0.00
C -22.485 12.883 -2.852 0.00
C -21.234 13.329 -3.312 0.00
C -20.855 14.717 -3.629 0.00
C -20.098 15.364 -2.447 0.00
C -20.351 12.226 -3.402 0.00
C -19.029 12.256 -3.740 0.00
C -18.154 11.177 -3.837 0.00
C -16.752 11.337 -4.188 0.00
C -16.130 12.678 -4.583 0.00
C -16.532 13.078 -5.989 0.00
C -16.251 10.049 -4.194 0.00
C -17.354 9.147 -3.842 0.00
C -17.330 7.716 -3.779 0.00
C -18.386 6.912 -3.499 0.00
N -19.712 7.292 -3.176 -0.01
C -20.387 6.135 -2.925 0.01
C -21.676 6.070 -2.469 -0.01
C -22.452 7.225 -2.252 0.00
N -22.117 8.486 -2.499 -0.01
C -23.255 9.235 -2.208 0.00
C -23.375 10.557 -2.442 0.00
C -22.332 11.454 -2.826 0.00
N -21.078 11.085 -3.125 0.00
C -24.336 8.401 -1.798 0.00
C -23.860 7.153 -1.832 0.00
C -24.568 5.889 -1.395 0.00
C -24.038 5.388 -0.061 0.00
C -25.723 8.888 -1.415 0.00
C -25.850 9.429 0.048 0.00
C -19.504 4.976 -3.072 0.00
C -18.319 5.444 -3.486 0.00
C -17.068 4.691 -3.810 0.00
C -16.089 4.668 -2.623 0.00
C -19.924 3.576 -2.917 0.00
C -20.868 3.085 -4.007 0.00
N -18.471 9.864 -3.643 0.00
C -14.854 9.543 -4.494 0.00
C -14.002 9.408 -3.235 0.00
H -24.512 14.783 -0.756 0.00
H -22.792 15.017 -0.998 0.00
H -23.275 13.495 -0.375 0.00
H -23.762 14.567 -3.170 0.00
H -24.577 13.149 -2.636 0.00
H -21.792 15.282 -3.789 0.00
H -20.296 14.759 -4.570 0.00
H -20.722 15.317 -1.578 0.00
H -19.839 16.449 -2.544 0.00
H -19.177 14.828 -2.232 0.00
H -18.614 13.238 -3.940 0.00
H -15.076 12.475 -4.422 0.00
H -16.352 13.440 -3.874 0.00
H -16.211 12.363 -6.714 0.00
H -16.179 14.063 -6.222 0.00
H -17.619 13.143 -6.068 0.00
H -16.405 7.188 -3.950 0.00
H -22.197 5.172 -2.204 0.00
H -24.399 10.981 -2.326 0.00
H -24.435 5.143 -2.192 0.00
H -25.629 6.127 -1.278 0.00
H -22.999 5.099 -0.028 0.00
H -24.699 4.535 0.222 0.00
H -24.157 6.182 0.713 0.00
H -26.443 8.077 -1.537 0.00
H -26.040 9.677 -2.103 0.00
H -25.557 8.682 0.792 0.00
H -26.931 9.780 0.143 0.00
H -25.229 10.337 0.178 0.00
H -16.580 5.170 -4.699 0.00
H -17.270 3.627 -4.126 0.00
H -15.925 5.703 -2.315 0.00
H -15.054 4.315 -2.886 0.00
H -16.448 4.138 -1.719 0.00
H -20.335 3.292 -1.974 0.00
H -19.013 2.992 -3.013 0.00
H -21.836 3.541 -4.019 0.00
H -20.989 2.007 -3.803 0.00
H -20.438 3.079 -4.980 0.00
H -14.393 10.183 -5.191 0.00
H -14.910 8.552 -4.931 0.00
H -13.687 10.443 -2.909 0.00
H -13.055 8.945 -3.475 0.00
H -14.454 8.850 -2.463 0.00
S -22.262 7.458 -5.905 -0.01
C -22.889 8.255 -7.359 -0.01
C -23.257 7.585 -8.536 0.00
C -23.785 8.311 -9.590 0.00
C -23.837 9.723 -9.589 0.00
C -23.448 10.363 -8.433 0.00
C -22.999 9.653 -7.292 0.00
S -22.425 10.396 -5.867 -0.01
H -23.118 6.494 -8.570 0.00
H -24.081 7.717 -10.436 0.00
H -24.240 10.297 -10.417 0.00
H -23.630 11.462 -8.381 0.00
F -12.794 10.324 -9.451 0.00
C -13.789 9.555 -9.980 0.00
F -13.199 8.472 -10.423 0.00
F -14.325 10.177 -11.040 0.00
C -14.834 9.246 -8.903 0.00
C -14.705 8.131 -8.090 0.00
C -15.741 7.810 -7.209 0.00
N -16.916 8.450 -7.156 0.00
C -17.032 9.517 -7.942 0.00
C -16.022 9.977 -8.808 0.00
H -13.776 7.552 -8.057 0.00
H -15.631 7.025 -6.507 0.00
H -17.990 10.046 -7.899 0.00
H -16.261 10.801 -9.451 0.00
O -20.252 9.120 -5.440 -0.07
C -21.581 8.943 -5.295 -0.09
```



(3)
C35H26IrN5O7Si | ωB97M-V/def2-TZVPD

Calculated values
Lowest unoccupied orbital energy (spin up / spin down): -1.44 / -1.59 eV
ΔE to the lowest compared entry with this formula, charge and spin: 2.168 eV
Electronic energy: -2543.7809 Eh
HOMO-LUMO gap (spin up / spin down): 7.395 / 7.239 eV

Structure (XYZ):
```
75
Properties=species:S:1:pos:R:3:lowdin_charge:R:1
Ir 0.144 -0.144 -0.066 1.51
O -2.931 2.375 -0.888 0.11
C -1.831 1.862 -0.754 -0.43
N -1.462 0.992 0.250 -0.06
C -2.276 0.662 1.320 -0.44
O -3.294 1.248 1.649 0.12
C -1.765 -0.542 2.009 -0.18
C -2.585 -1.306 2.841 0.02
C -2.081 -2.450 3.416 -0.01
C -0.757 -2.816 3.147 0.00
C -0.005 -2.026 2.308 -0.10
N -0.486 -0.919 1.747 -0.03
C -0.702 2.062 -1.690 -0.16
C -0.609 3.192 -2.503 0.02
C 0.502 3.359 -3.298 -0.02
C 1.500 2.378 -3.282 -0.02
C 1.322 1.260 -2.494 -0.10
N 0.254 1.097 -1.718 -0.05
H -3.602 -0.980 2.998 0.13
H -2.695 -3.063 4.055 0.12
H -0.327 -3.705 3.573 0.12
H 1.017 -2.271 2.062 0.13
H -1.414 3.910 -2.476 0.13
H 0.604 4.230 -3.923 0.12
H 2.385 2.475 -3.890 0.12
H 2.041 0.455 -2.478 0.13
O -1.928 -5.709 0.230 0.13
C -2.972 -4.917 0.106 -0.51
O -4.096 -5.277 0.357 0.10
C -2.723 -3.508 -0.327 -0.04
C -3.724 -2.563 -0.486 0.02
N -3.135 -1.401 -0.799 0.05
N -1.811 -1.524 -0.846 0.04
C -1.526 -2.790 -0.569 -0.13
C -0.073 -3.201 -0.562 -0.59
O 0.204 -4.398 -0.484 0.06
O 0.764 -2.262 -0.647 -0.11
H -1.058 -5.293 -0.061 0.07
H -4.787 -2.671 -0.402 0.14
H -3.583 -0.507 -0.962 0.17
O 2.249 0.081 0.280 -0.41
Si 3.517 -0.031 1.189 0.46
C 2.994 -0.178 3.020 -0.24
C 3.190 -1.332 3.765 -0.10
C 2.637 -1.451 5.031 -0.09
C 1.883 -0.417 5.557 -0.10
C 1.692 0.744 4.826 -0.09
C 2.247 0.858 3.563 -0.10
C 4.661 -1.475 0.691 -0.22
C 4.223 -2.359 -0.286 -0.09
C 5.031 -3.408 -0.689 -0.08
C 6.279 -3.582 -0.114 -0.09
C 6.718 -2.708 0.867 -0.09
C 5.913 -1.653 1.263 -0.10
C 4.516 1.593 0.992 -0.22
C 4.466 2.256 -0.224 -0.10
C 5.148 3.447 -0.403 -0.09
C 5.885 3.982 0.641 -0.10
C 5.935 3.328 1.859 -0.09
C 5.252 2.134 2.034 -0.10
H 3.769 -2.147 3.354 0.10
H 2.791 -2.357 5.600 0.10
H 1.445 -0.513 6.540 0.10
H 1.108 1.558 5.231 0.10
H 2.094 1.760 2.987 0.11
H 3.242 -2.230 -0.716 0.08
H 4.679 -4.086 -1.452 0.10
H 6.912 -4.400 -0.428 0.10
H 7.690 -2.841 1.320 0.10
H 6.265 -0.970 2.023 0.10
H 3.879 1.840 -1.028 0.08
H 5.101 3.953 -1.357 0.10
H 6.418 4.912 0.504 0.10
H 6.503 3.745 2.678 0.10
H 5.285 1.633 2.990 0.10
```



(4)
C6H10O | ωB97M-V/def2-TZVPD

Calculated values
Lowest unoccupied orbital energy: 0.24 eV
SMILES string: C=CCC.C#CO
ΔE to the lowest compared entry with this formula, charge and spin: 4.568 eV
Electronic energy: -309.6745 Eh
HOMO-LUMO gap: 8.756 eV

Structure (XYZ):
```
17
Properties=species:S:1:pos:R:3:nbo_charge:R:1
C -1.173 1.355 -0.816 -0.37
C -0.507 0.605 0.063 -0.21
C -0.364 -1.033 -0.140 -0.40
C -1.237 -1.742 0.876 -0.61
H -1.716 2.234 -0.505 0.20
H -1.107 1.183 -1.879 0.19
H -0.632 0.829 1.116 0.20
H -0.642 -1.256 -1.168 0.20
H 0.680 -1.323 -0.001 0.21
H -1.096 -2.817 0.787 0.21
H -0.966 -1.455 1.893 0.21
H -2.298 -1.520 0.719 0.21
C 2.276 0.988 -1.231 -0.35
C 1.798 0.918 -0.087 0.29
O 2.086 0.765 1.206 -0.69
H 2.060 0.946 -2.263 0.22
H 2.838 1.321 1.431 0.51
```



Q: Which value of electronic energy does entry 4 give?
A: -309.6745 Eh



Q: Which of these has the highest electronic energy?
A: C6H10O



Q: Which value of electronic energy does entry 4 give?
A: -309.6745 Eh